No. 1
The following is a DFT calculation (the ωB97M-V functional and the def2-TZVPD basis) of a structure of composition C8H10BrF3NO8S2 in a non-equilibrium geometry.

ORCA input file:
```
! wB97M-V def2-TZVPD RIJCOSX def2/J DEFGRID3
* xyz -1 1
O -0.123 -1.822 -0.525
C 0.389 -1.155 0.305
C 1.578 -0.246 -0.073
S 3.207 -0.836 0.458
O 3.400 -2.201 0.031
O 4.156 -0.014 -0.266
N 3.511 -0.589 2.049
S 2.286 -1.046 3.010
O 1.279 0.003 3.036
O 1.761 -2.369 2.772
C 2.958 -1.087 4.717
C 1.992 -0.348 5.665
O 1.014 -0.850 5.976
Br 2.438 1.463 6.307
H 0.008 -1.250 1.336
H 1.600 -0.239 -1.173
H 1.348 0.782 0.237
H 2.996 -2.117 5.096
H 3.983 -0.698 4.753
C -3.317 -0.655 -4.230
C -3.559 0.837 -4.328
O -3.430 1.463 -3.042
C -2.185 1.746 -2.656
O -1.198 1.522 -3.288
C -2.205 2.446 -1.292
F -3.044 1.850 -0.429
F -2.607 3.728 -1.406
F -0.998 2.455 -0.727
H -3.975 -1.101 -3.484
H -3.495 -1.135 -5.193
H -2.293 -0.867 -3.922
H -4.580 1.027 -4.659
H -2.892 1.306 -5.052
*
```

Properties
E_HOMO   -5.833 eV
Energy   -126194.2369 eV


No. 2
The following is a DFT calculation (the ωB97M-V functional and the def2-TZVPD basis) of a structure of composition C8H10CaO5S in a non-equilibrium geometry.

ORCA input file:
```
! wB97M-V def2-TZVPD RIJCOSX def2/J DEFGRID3
* xyz 2 1
Ca -0.809 0.027 -1.147
C -0.925 -0.047 1.542
O -0.821 0.015 2.683
C -3.172 -0.177 0.328
O -3.762 -0.269 1.304
C -1.080 -2.251 -0.027
O -0.837 -3.012 0.798
C -1.353 2.150 0.127
O -1.222 2.883 1.002
C -1.261 0.081 -3.581
H -0.786 1.049 -3.806
H -0.672 -0.806 -3.861
C -2.569 -0.008 -3.231
H -3.110 -0.965 -3.210
H -3.221 0.873 -3.159
C 2.711 1.382 1.597
S 2.761 0.046 0.379
C 2.682 -1.305 1.577
O 1.328 0.059 -0.216
H 3.277 1.079 2.491
H 1.671 1.612 1.851
H 3.177 2.256 1.121
H 2.422 -0.895 2.555
H 1.896 -2.003 1.292
H 3.673 -1.774 1.591
*
```

Properties
E_HOMO   -16.974 eV
Energy   -47952.8247 eV
Energy relative to the best compared isomer or geometry (same formula, charge and spin)   0.00 kcal per mole


No. 3
The following is a DFT calculation (the ωB97M-V functional and the def2-TZVPD basis) of a structure of composition C8H10Cl2Si in a non-equilibrium geometry.

ORCA input file:
```
! wB97M-V def2-TZVPD RIJCOSX def2/J DEFGRID3
* xyz 0 1
C -1.343 0.777 -0.979
C -1.087 -0.382 -1.660
C -0.707 1.044 0.242
C -0.061 -1.211 -1.274
C 0.320 0.217 0.698
C 0.620 -0.833 -0.085
C -1.094 2.314 0.928
C 0.420 -2.417 -2.107
Si 1.694 0.600 2.568
Cl 1.685 -2.113 0.437
Cl 1.013 -0.737 3.948
H -2.183 1.375 -1.262
H -1.479 -0.544 -2.655
H -0.146 2.740 1.279
H -1.681 2.845 0.196
H -1.712 1.946 1.746
H 0.116 -2.006 -3.141
H 1.451 -2.648 -1.931
H -0.342 -3.157 -1.757
H 1.719 1.879 3.102
H 2.796 0.308 1.704
*
```

Properties
E_HOMO   -8.485 eV
Energy   -41379.8798 eV
Energy relative to the best compared isomer or geometry (same formula, charge and spin)   97.19 kcal per mole


No. 4
The following is a DFT calculation (the ωB97M-V functional and the def2-TZVPD basis) of a structure of composition C8H10ClHgNO4 in a non-equilibrium geometry.

ORCA input file:
```
! wB97M-V def2-TZVPD RIJCOSX def2/J DEFGRID3
* xyz -2 1
C 0.912 -1.274 -1.814
C -0.502 -1.197 -2.069
C -1.189 -1.900 -1.014
C -0.199 -2.402 -0.098
C 1.102 -2.014 -0.588
Hg -0.164 -0.107 -0.078
C -1.577 1.650 -0.909
C -0.424 2.040 -1.490
C 0.518 2.576 -2.228
N 1.424 1.092 0.326
H -2.260 -2.028 -0.925
H -0.961 -0.703 -2.911
H -0.391 -2.959 0.808
H 2.050 -2.217 -0.111
H 1.692 -0.829 -2.415
H -2.252 0.950 -1.420
H 2.315 1.624 0.348
H -1.923 2.096 0.031
H 0.279 3.368 -2.939
H 1.566 2.241 -2.160
O 0.000 1.361 4.139
Cl -0.002 0.000 3.739
O 1.179 -0.681 4.139
O -1.180 -0.682 4.142
O -0.012 -0.004 2.172
*
```

Properties
E_HOMO (spin up / spin down)   2.113 / 2.116 eV
Energy   -34817.1295 eV
Energy relative to the best compared isomer or geometry (same formula, charge and spin)   21.86 kcal per mole


No. 5
The following is a DFT calculation (the ωB97M-V functional and the def2-TZVPD basis) of the molecule C8H10ClPS2 in a non-equilibrium geometry.

ORCA input file:
```
! wB97M-V def2-TZVPD RIJCOSX def2/J DEFGRID3
* xyz 0 1
C 3.915 0.708 0.022
C 3.585 -0.238 -0.940
C 3.018 1.109 1.015
C 2.302 -0.850 -0.841
C 1.778 0.517 1.113
C 1.433 -0.450 0.174
C -4.445 0.305 0.117
C -3.203 0.575 -0.665
P -0.266 -1.177 0.239
S -0.888 -2.359 -1.192
S -1.759 0.985 0.471
Cl -0.355 -2.129 1.956
H 4.811 1.135 -0.041
H 4.217 -0.334 -1.789
H 3.228 1.901 1.729
H 2.130 -1.698 -1.648
H 1.178 0.417 1.993
H -4.398 -0.808 0.511
H -4.773 1.065 0.858
H -5.317 0.423 -0.605
H -3.176 1.332 -1.494
H -3.017 -0.430 -0.984
*
```

Properties
E_HOMO   -8.865 eV
Energy   -51939.2371 eV
Energy relative to the best compared isomer or geometry (same formula, charge and spin)   15.26 kcal per mole
SMILES   CCS[P@](=S)(Cl)c1ccccc1


No. 6
The following is a DFT calculation (the ωB97M-V functional and the def2-TZVPD basis) of a structure of composition C8H10F5NOReTe in a non-equilibrium geometry.

ORCA input file:
```
! wB97M-V def2-TZVPD RIJCOSX def2/J DEFGRID3
* xyz 0 4
C -0.795 0.525 -2.156
C 0.452 1.025 -1.660
C 0.172 2.084 -0.732
C -1.257 2.260 -0.669
C -1.843 1.351 -1.610
Re -0.796 0.259 -0.049
C 2.336 -1.791 -0.659
C 2.148 -2.976 -1.234
C 1.211 -3.838 -1.601
N -2.180 -0.726 -0.107
H 0.896 2.649 -0.169
H 1.430 0.675 -1.946
H -1.792 2.992 -0.079
H -2.885 1.348 -1.902
H -0.911 -0.237 -2.913
H 2.617 -0.904 -1.232
H -2.953 -1.373 -0.027
H 2.210 -1.636 0.421
H 1.365 -4.773 -2.143
H 0.160 -3.567 -1.382
F -0.728 -0.418 4.151
Te 0.102 0.925 3.122
F 1.849 0.399 3.668
F 0.845 2.383 2.146
F -1.625 1.528 2.602
F -0.083 2.111 4.576
O 0.053 -0.274 1.583
*
```

Properties
E_HOMO (spin up / spin down)   -6.472 / -9.826 eV
Energy   -35000.1614 eV
Energy relative to the best compared isomer or geometry (same formula, charge and spin)   0.00 kcal per mole
Expectation value of S²   3.7633


No. 7
The following is a DFT calculation (the ωB97M-V functional and the def2-TZVPD basis) of a cluster of 3 separate species, C8H10IN2O4 in total in a non-equilibrium geometry.

ORCA input file:
```
! wB97M-V def2-TZVPD RIJCOSX def2/J DEFGRID3
* xyz -1 1
C 1.638 -1.554 -0.243
C 0.761 -0.502 0.016
C 2.930 -1.049 0.063
C -3.106 -1.952 -0.139
C -1.700 1.454 1.250
C -0.974 2.174 -1.083
C -1.616 1.109 -0.252
C -0.637 -0.751 -0.144
N 1.378 0.555 0.516
N -1.370 -1.791 0.000
O -3.396 -2.819 0.687
O 4.114 -1.404 -0.038
O -3.525 -1.271 -1.007
O 2.732 0.205 0.575
I 6.580 0.592 -0.001
H 1.533 -2.471 -0.812
H -2.062 2.474 1.286
H -0.754 1.646 1.747
H -2.146 0.646 1.766
H -1.181 3.117 -0.717
H -1.320 2.081 -2.076
H 0.057 2.016 -1.016
H -2.633 0.687 -0.427
H 5.548 -0.604 -0.287
H -0.853 -2.588 0.335
*
```

Properties
E_HOMO   -4.856 eV
Energy   -27727.4370 eV
Energy relative to the best compared isomer or geometry (same formula, charge and spin)   39.74 kcal per mole


No. 8
The following is a DFT calculation (the ωB97M-V functional and the def2-TZVPD basis) of a structure of composition C8H10IrN2S in a non-equilibrium geometry.

ORCA input file:
```
! wB97M-V def2-TZVPD RIJCOSX def2/J DEFGRID3
* xyz -1 5
C -0.535 0.999 -1.866
C 0.790 0.938 -1.539
C 1.001 1.494 -0.201
C -0.238 1.941 0.260
C -1.377 1.515 -0.683
Ir -0.567 -1.080 0.306
N -2.162 0.385 0.321
C 0.405 -2.669 -0.134
C 1.309 -1.505 -0.343
H 1.905 1.502 0.314
H 1.599 0.481 -2.177
H -0.436 2.463 1.182
H -2.180 2.216 -0.999
H -1.011 0.750 -2.856
H 1.582 -1.343 -1.341
H 0.661 -3.237 0.676
H -3.094 -0.106 0.147
H 2.048 -1.335 0.433
H 0.188 -3.120 -1.093
S 0.140 0.260 4.614
C 0.007 -0.121 3.070
N -0.035 -0.428 1.910
*
```

Properties
E_HOMO (spin up / spin down)   -1.411 / -3.571 eV
Energy   -25104.8570 eV
Energy relative to the best compared isomer or geometry (same formula, charge and spin)   47.83 kcal per mole
Expectation value of S²   6.0320


No. 9
The following is a DFT calculation (the ωB97M-V functional and the def2-TZVPD basis) of a structure of composition C8H10MgO8P in a non-equilibrium geometry.

ORCA input file:
```
! wB97M-V def2-TZVPD RIJCOSX def2/J DEFGRID3
* xyz 1 1
O -0.096 -1.565 -0.316
C -1.188 -1.074 -0.972
Mg 0.318 -0.208 1.107
C 0.791 1.819 2.134
O 0.794 2.771 2.767
C -0.962 0.547 -1.043
O -1.376 1.358 -1.841
C -2.436 -1.547 -0.210
O -2.902 -2.601 0.139
C 1.589 1.155 -0.326
O 2.292 1.844 -0.896
H -1.370 -1.145 -2.080
C -1.895 -1.328 3.015
O -1.526 -0.374 1.955
P -2.711 0.342 0.959
O -3.854 0.531 2.118
C -3.701 1.315 3.328
O -1.984 1.837 1.026
C -2.751 2.958 0.507
H -1.079 -2.064 3.078
H -2.875 -1.764 2.803
H -1.921 -0.867 3.993
H -3.723 0.666 4.193
H -2.784 1.891 3.331
H -4.558 1.979 3.386
H -3.120 3.507 1.382
H -2.147 3.633 -0.125
H -3.612 2.630 -0.091
*
```

Properties
E_HOMO (spin up / spin down)   -11.283 / -10.127 eV
Energy   -39561.3473 eV
Energy relative to the best compared isomer or geometry (same formula, charge and spin)   16.73 kcal per mole


No. 10
The following is a DFT calculation (the ωB97M-V functional and the def2-TZVPD basis) of a cluster of 2 separate species, C8H10N2 in total in a non-equilibrium geometry.

ORCA input file:
```
! wB97M-V def2-TZVPD RIJCOSX def2/J DEFGRID3
* xyz 0 1
C -1.866 1.039 -0.943
C 0.796 -0.895 -1.898
C -1.703 -0.175 -0.328
C 0.645 -0.166 -0.854
C 1.597 2.072 0.297
C 0.719 1.411 1.274
C 1.402 0.567 0.172
C -1.611 -2.300 0.871
N -1.886 2.026 -1.535
N -2.216 -1.102 0.341
H 1.763 -1.042 -2.239
H 0.028 -1.202 -2.496
H 1.104 2.502 -0.542
H 2.598 2.591 0.604
H 1.098 1.154 2.325
H -0.369 1.626 1.337
H 2.195 -0.027 0.507
H -2.131 -2.581 1.836
H -0.439 -2.335 1.011
H -1.725 -3.163 0.259
*
```

Properties
E_HOMO   -7.779 eV
Energy   -11431.5182 eV
Energy relative to the best compared isomer or geometry (same formula, charge and spin)   143.77 kcal per mole


No. 11
The following is a DFT calculation (the ωB97M-V functional and the def2-TZVPD basis) of the molecule C8H10N2O in a non-equilibrium geometry.

ORCA input file:
```
! wB97M-V def2-TZVPD RIJCOSX def2/J DEFGRID3
* xyz 0 1
C -0.769 1.715 0.108
C -0.703 -1.739 0.407
C 0.704 -1.860 0.706
C -1.198 -0.644 -0.181
C -0.315 0.517 -0.533
C 1.326 0.239 -0.179
C -2.638 -0.476 -0.534
C 1.886 1.337 0.728
N -1.142 2.659 0.635
N 1.601 -1.007 0.446
O 1.918 0.269 -1.449
H -1.345 -2.572 0.648
H 1.040 -2.764 1.199
H -0.315 0.672 -1.617
H -2.743 -0.274 -1.599
H -3.050 0.381 0.002
H -3.213 -1.362 -0.281
H 2.885 1.042 1.046
H 1.265 1.466 1.609
H 1.939 2.278 0.184
H 2.866 0.121 -1.346
*
```

Properties
E_HOMO   -9.592 eV
Energy   -13484.7276 eV
Energy relative to the best compared isomer or geometry (same formula, charge and spin)   37.02 kcal per mole
SMILES   CC1=CC=N[C@@](C)(O)[C@@H]1C#N


No. 12
The following is a DFT calculation (the ωB97M-V functional and the def2-TZVPD basis) of the molecule C8H10N2O2 in a non-equilibrium geometry.

ORCA input file:
```
! wB97M-V def2-TZVPD RIJCOSX def2/J DEFGRID3
* xyz 0 1
C -1.239 0.452 0.835
C -0.238 1.273 1.116
C 0.324 -1.208 -0.023
C -1.011 -0.799 0.181
C 1.129 1.259 0.665
C 1.535 1.028 -0.771
C 1.455 -0.328 -0.039
C -2.057 -1.838 -0.072
N 2.839 1.564 -1.257
N 2.632 -0.906 0.395
O 2.718 -2.093 0.158
O 3.406 -0.197 1.043
H -2.087 0.668 1.507
H -0.493 2.182 1.773
H 0.491 -2.193 -0.223
H 1.874 1.676 1.236
H 0.752 1.148 -1.562
H -1.535 -2.651 -0.705
H -2.904 -1.373 -0.673
H -2.472 -2.460 0.746
H 3.513 1.493 -0.596
H 3.105 1.060 -2.072
*
```

Properties
E_HOMO   -8.488 eV
Energy   -15527.7932 eV
Energy relative to the best compared isomer or geometry (same formula, charge and spin)   143.33 kcal per mole
SMILES   CC1=C[C@@]2([N+](=O)[O-])[C@H](N)[C@H]2C=C1